(1)
# C29H19F7O2S

A 2-piece molecular cluster, C29H19F7O2S overall (the ωB97M-V functional and the def2-TZVPD basis, OMol25).

```
58
Properties=species:S:1:pos:R:3:forces:R:3
F 5.030 0.555 1.302 -1.0191 0.0997 0.8478
C 4.083 0.623 2.301 0.4353 -0.1142 -0.3208
C 4.123 1.727 3.157 -0.2766 -0.4423 0.2704
C 3.250 1.687 4.247 0.0493 0.4651 0.2444
F 3.324 2.708 5.171 -0.1011 -1.0778 -0.9646
C 2.339 0.660 4.457 -0.2045 -0.2331 -0.3476
C 2.225 -0.385 3.497 1.3767 1.0527 -0.1144
C 1.150 -1.328 3.587 -0.7335 -0.0599 0.9322
C 0.677 -2.028 2.473 -0.6075 -0.9821 -0.1788
C -0.542 -2.699 2.433 0.9310 0.9572 0.8881
C -1.087 -3.336 1.271 -0.6152 -0.9923 -1.6438
C -2.466 -3.702 1.221 0.7024 0.2071 0.2263
C -2.962 -4.354 0.104 -0.5962 -0.1742 -0.3124
F -4.306 -4.660 0.055 1.4430 0.2614 0.1036
C -2.170 -4.711 -0.994 0.1364 0.4048 0.5933
C -0.829 -4.321 -0.936 0.3174 -0.0957 -0.4280
F -0.021 -4.639 -2.006 -0.7964 0.3425 1.0912
C -0.275 -3.635 0.138 -0.4124 -0.0707 0.3087
C 3.164 -0.412 2.425 -0.1703 0.2092 0.2708
H 4.822 2.549 3.016 -0.1344 -0.2668 0.0359
H 1.730 0.624 5.361 0.0946 0.1780 -0.2483
H 0.544 -1.314 4.499 0.1000 0.2059 -0.4441
H 1.279 -2.010 1.563 -0.2287 0.0649 0.2657
H -1.172 -2.669 3.325 0.1552 -0.0089 -0.1870
H -3.115 -3.452 2.062 0.0961 -0.1783 -0.3114
H -2.577 -5.245 -1.846 0.0709 0.1097 0.1422
H 0.778 -3.354 0.124 -0.3308 -0.2507 -0.1309
H 3.172 -1.240 1.713 0.1381 0.3901 0.1949
F -2.644 -6.797 8.192 0.0679 0.1238 -1.0547
C -2.431 -6.587 6.857 -0.4504 -0.2837 0.2003
F -2.188 -7.809 6.299 -0.2865 0.9347 0.3162
F -3.618 -6.128 6.338 0.7307 -0.5435 0.3598
C -1.324 -5.601 6.613 -0.1026 -0.4544 -0.0600
C -0.549 -5.686 5.456 -0.0046 0.1838 0.2073
C 0.475 -4.772 5.259 0.1612 0.4756 -0.0928
C 0.775 -3.763 6.225 -0.6629 -0.3100 0.0682
C 1.861 -2.865 6.034 0.0746 -0.5850 -0.4465
S 2.504 -2.032 7.413 1.8338 1.1071 0.3892
C 4.258 -1.806 7.049 0.2657 -0.0479 -0.3291
C 5.218 -2.732 7.481 -0.0791 0.1487 -0.1189
C 6.568 -2.504 7.189 -0.2154 0.1372 -0.0091
C 6.953 -1.390 6.432 -0.3445 -0.1027 -0.1077
C 5.982 -0.489 5.980 0.0842 -0.1063 0.2980
C 4.651 -0.668 6.352 -0.1019 -0.0101 -0.1838
O 1.945 -0.691 7.456 -0.2600 -0.4374 0.0746
O 2.540 -2.836 8.615 -0.8287 -0.0390 -0.3351
C -0.076 -3.696 7.374 -0.0500 0.0900 -0.1099
C -1.105 -4.600 7.559 0.3780 0.1994 -0.1657
H -0.739 -6.470 4.724 0.0442 0.1819 0.1720
H 1.087 -4.809 4.356 -0.1294 -0.1281 0.2531
H 2.577 -3.012 5.230 -0.0469 -0.1413 0.2758
H 4.907 -3.601 8.062 0.0846 0.2512 -0.1939
H 7.319 -3.206 7.556 -0.2205 0.2284 -0.1325
H 8.004 -1.223 6.187 -0.3016 -0.1070 0.0674
H 6.248 0.363 5.352 0.0251 -0.1856 0.3195
H 3.903 0.087 6.110 0.2902 -0.3563 0.0449
H 0.069 -2.930 8.135 0.0829 -0.1928 -0.2861
H -1.728 -4.539 8.448 0.1419 -0.0318 -0.2040
```
Positions in Å, forces in eV/Å.

Values from the calculation:
E_LUMO in eV: -3.155
Kohn-Sham gap in eV: 3.91



(2)
# C29H19N2O6

A 2-piece molecular cluster, C29H19N2O6 overall (the ωB97M-V functional and the def2-TZVPD basis, OMol25).

```
56
Properties=species:S:1:pos:R:3:forces:R:3
C 4.938 -4.700 0.748 0.0034 -0.1388 -0.0182
C 3.572 -4.891 0.755 -0.2626 -0.1263 -0.0223
C 2.753 -3.788 0.892 0.7788 0.2930 -0.0453
C 3.283 -2.503 1.007 0.4437 -0.7605 -0.0892
C 4.655 -2.318 1.012 -0.1445 0.2941 0.0412
C 5.473 -3.427 0.885 0.0810 0.1924 0.0100
C 2.176 -1.532 1.089 -0.1347 1.2965 0.0537
O 2.256 -0.326 1.174 0.2242 -0.3500 0.0474
C 0.929 -2.311 1.043 -1.0148 0.0682 0.1957
C -0.299 -1.762 1.051 0.4384 -0.4215 -0.0418
C -1.560 -2.500 1.043 -0.4063 -0.2423 0.1094
C -1.757 -3.617 1.856 0.4335 0.1898 0.0144
C -2.936 -4.323 1.816 -0.0120 -0.1152 0.1836
C -3.951 -3.920 0.974 -0.2109 -0.1088 -0.0604
C -3.783 -2.810 0.174 -0.2433 -0.0024 -0.2238
C -2.605 -2.100 0.211 0.4651 0.2929 0.0961
C 1.287 -3.735 0.938 -0.5794 -0.4696 0.0092
O 0.551 -4.697 0.903 0.2545 -0.2522 -0.1812
H 5.594 -5.546 0.628 0.1362 -0.1247 0.0091
H 3.131 -5.868 0.648 -0.0493 -0.2076 -0.0021
H 5.061 -1.325 1.110 0.0979 0.1631 -0.0085
H 6.542 -3.298 0.885 0.1903 0.0212 -0.0097
H -0.347 -0.686 1.051 -0.0097 0.4856 -0.1321
H -0.952 -3.947 2.490 -0.0406 0.0125 0.1606
H -3.057 -5.200 2.429 -0.0252 -0.1174 0.1473
H -4.871 -4.477 0.938 -0.2255 -0.1125 -0.0206
H -4.570 -2.507 -0.496 -0.1424 0.1160 -0.0931
H -2.466 -1.241 -0.421 -0.0356 0.2687 -0.1337
C -0.502 2.563 0.364 -0.1667 -0.1756 -0.3656
C -1.822 2.685 -0.139 1.4933 -0.0332 0.4523
C -2.915 2.213 0.619 -0.5398 0.0639 -0.2052
C -4.199 2.470 0.226 -0.2160 -0.2130 0.4847
C -4.448 3.203 -0.924 -1.0472 0.2494 -0.3243
N -5.804 3.554 -1.305 0.2003 -0.1375 0.0327
O -5.965 4.246 -2.319 -0.0886 -0.4559 0.6643
O -6.740 3.154 -0.601 0.4971 0.2865 -0.4725
C -3.394 3.654 -1.700 0.2808 0.2206 -0.3954
C -2.106 3.398 -1.326 -0.4988 0.0548 -0.3470
C 0.693 2.823 -0.362 -0.9196 0.0301 0.5780
C 0.780 2.611 -1.756 0.3307 0.0111 0.0374
C 1.898 2.980 -2.446 -0.0079 -0.1092 -0.5453
C 2.968 3.560 -1.783 0.6488 0.2848 -0.4523
N 4.123 4.015 -2.533 0.0353 -0.0082 -0.0519
O 5.015 4.629 -1.933 -0.5375 -0.4485 -0.4542
O 4.166 3.777 -3.747 0.0599 0.2221 0.7841
C 2.935 3.716 -0.405 0.2433 0.1353 0.4447
C 1.828 3.339 0.304 0.2274 -0.1020 -0.3647
H -0.404 2.384 1.422 0.0294 -0.0508 0.2582
H -2.726 1.648 1.516 0.0347 -0.0958 0.2269
H -5.037 2.125 0.805 -0.1743 -0.0925 0.1420
H -3.614 4.226 -2.585 0.0142 0.1240 -0.1018
H -1.302 3.812 -1.908 0.0874 0.0599 -0.0727
H -0.026 2.107 -2.262 -0.1064 0.0126 -0.0974
H 1.969 2.828 -3.511 0.0182 -0.0390 -0.1103
H 3.788 4.154 0.086 0.1087 0.0666 0.0792
H 1.793 3.482 1.371 -0.0166 -0.0046 0.1805
```
Positions in Å, forces in eV/Å.

Values from the calculation:
Net charge: -1
E_LUMO in eV: 0.882
Energy relative to the best compared isomer or geometry (same formula, charge and spin) in kJ/mol: 85.3
Kohn-Sham gap in eV: 4.12



(3)
# C29H20AsClIrN4O14S2

C29H20AsClIrN4O14S2 as an isolated structure (the ωB97M-V functional and the def2-TZVPD basis, OMol25).

```
72
Properties=species:S:1:pos:R:3:forces:R:3
Ir 0.508 -0.500 -0.592 1.5457 -0.4463 -1.5563
C -5.665 2.021 -0.756 0.1546 -0.0307 -0.0351
C -4.930 1.781 0.401 -0.2580 0.0704 -0.0328
C -3.552 1.743 0.363 0.4485 -0.0873 -0.2362
C -2.865 1.938 -0.847 -1.8364 1.6332 -0.2162
C -3.620 2.160 -2.017 0.5545 -0.1395 0.2273
C -4.998 2.197 -1.963 -0.2567 -0.0275 0.0361
N -1.507 1.898 -0.860 2.8565 -2.3665 0.5764
N -0.831 2.416 -1.757 -3.2154 1.7375 -0.9727
C 0.307 1.973 -2.350 2.1827 -1.0119 0.4203
C 0.932 2.893 -3.216 -0.4585 -0.2607 0.3200
C 1.971 2.507 -4.030 0.2560 0.0628 -0.2385
C 2.388 1.181 -4.048 -0.2847 -0.0050 0.1633
C 1.836 0.268 -3.156 0.0346 -0.0673 -0.3202
C 0.860 0.658 -2.259 -0.0315 0.8463 1.1654
H -6.747 2.054 -0.720 -0.0119 -0.0421 0.0026
H -5.445 1.629 1.342 0.0342 -0.0122 0.0103
H -2.985 1.560 1.264 0.1197 -0.0088 0.0675
H -3.083 2.272 -2.949 -0.0254 -0.0055 -0.0206
H -5.566 2.358 -2.871 0.0147 -0.0061 -0.0149
H 0.561 3.910 -3.214 -0.0704 -0.0168 -0.0378
H 2.446 3.237 -4.675 -0.0216 -0.0005 -0.0188
H 3.150 0.848 -4.741 0.0566 0.0194 0.0187
H 2.188 -0.752 -3.167 0.0855 0.0951 -0.0714
O 3.336 -2.800 1.837 -0.0373 -0.1378 -0.7984
As 2.617 -1.207 2.003 0.1537 -0.4015 1.5270
O 2.562 -0.996 3.614 0.0696 0.2910 0.0558
O 1.085 -1.290 1.278 0.1172 0.2655 -0.6456
C 3.912 -0.069 1.072 -0.3747 -0.2395 -0.3691
C 5.192 -0.577 0.906 -0.1315 -0.0801 0.0749
C 6.067 0.026 0.016 0.0802 0.1250 -0.0475
C 5.667 1.130 -0.726 0.0750 -0.1207 0.0318
C 4.415 1.684 -0.516 -0.1090 0.0461 -0.0558
C 3.554 1.089 0.389 -0.1391 -0.1853 0.1751
S 2.082 1.963 0.870 -0.5519 1.2959 0.2159
O 2.175 3.277 0.267 0.0717 -0.3330 -0.1658
O 2.113 1.948 2.312 0.0285 -0.1934 -0.0331
O 0.821 1.287 0.386 0.2988 0.0890 0.0882
H 3.032 -3.213 0.999 0.0117 0.0369 0.1361
H 5.474 -1.464 1.457 0.0124 -0.0541 -0.1122
H 7.062 -0.383 -0.118 -0.0036 -0.0170 -0.0119
H 6.334 1.558 -1.464 0.0128 0.0493 0.0290
H 4.082 2.572 -1.037 0.0331 0.0066 0.0061
O -4.587 -3.310 -1.662 -0.0752 -0.0189 -0.0094
C -4.383 -3.374 -0.369 -0.1705 -0.0771 0.0615
O -5.024 -4.111 0.353 0.0497 0.0402 -0.0240
C -3.315 -2.491 0.179 0.1046 -0.0867 0.2665
C -2.971 -2.369 1.520 -0.0508 0.2359 -0.4292
Cl -3.786 -3.032 2.850 -0.0345 0.0004 0.1549
N -1.928 -1.503 1.624 -0.2478 -0.4110 -0.1123
N -1.606 -1.059 0.396 0.6118 0.2717 0.1282
C -2.403 -1.639 -0.471 -0.3033 -0.0470 0.0423
C -2.247 -1.236 -1.907 -0.3881 -0.3942 0.0223
O -3.082 -1.666 -2.737 0.3938 0.3467 0.1194
O -1.302 -0.455 -2.147 0.1368 0.1308 0.0894
C -1.273 -1.023 2.803 0.1014 0.2701 0.3440
C -0.787 0.277 2.817 -0.2248 -0.0546 -0.0624
C -0.189 0.773 3.960 -0.0725 -0.0064 0.0421
C -0.092 -0.018 5.094 -0.0338 0.0306 0.0361
C -0.534 -1.329 5.058 -0.0091 0.0507 0.0383
C -1.111 -1.844 3.910 0.0110 -0.0627 -0.1860
H -3.971 -2.615 -2.125 -0.0748 -0.0866 -0.0434
H -0.820 0.873 1.918 -0.0516 0.0826 -0.0504
H 0.240 1.764 3.942 -0.0034 0.0011 -0.0197
H 0.362 0.378 5.992 0.0875 -0.0304 -0.0230
H -0.402 -1.968 5.921 0.0090 -0.0368 -0.0187
H -1.395 -2.883 3.869 -0.0031 -0.0371 0.0058
O 2.163 -3.783 -0.650 0.2681 0.4671 0.3164
S 1.981 -2.626 -1.509 0.2332 -2.5380 -1.0459
O 2.634 -1.387 -0.964 -1.4051 1.4094 0.5399
O 0.486 -2.255 -1.521 -0.3629 -0.0485 0.3799
O 2.403 -2.873 -2.870 0.0136 0.2257 0.1005
```
Positions in Å, forces in eV/Å.

Values from the calculation:
Net charge: -2
E_LUMO (alpha / beta) in eV: 3.275 / 3.346
Spin multiplicity: 2
Energy relative to the best compared isomer or geometry (same formula, charge and spin) in kJ/mol: 225.4
Kohn-Sham gap (alpha / beta) in eV: 6.36 / 6.41